The following is a DFT calculation (ωB97M-V/def2-TZVPD) of a cluster of 2 separate species, CH2N2O2S in total at a distorted geometry.

## Properties
HOMO-LUMO gap in eV: 9.480
Highest occupied orbital energy in eV: -9.55
Lowest unoccupied orbital energy in eV: -0.07
SMILES string: N=C=S.O=NO
Energy above the lowest of the compared OMol25 structures with the same formula, charge and spin in kJ/mol: 466.2

Geometry as XYZ:
```
8
Properties=species:S:1:pos:R:3:forces:R:3
C -1.393 0.811 -0.688 1.2 -0.1 1.1
N -0.565 0.942 -1.527 -0.7 -0.4 -1.0
N 2.420 -0.183 -0.578 0.1 0.0 -0.3
O 2.170 -1.188 0.399 0.2 2.5 1.0
O 2.528 0.896 -0.139 -0.3 -1.1 0.3
S -2.176 0.488 0.628 -0.9 0.0 0.0
H 2.199 -1.979 -0.101 0.0 -1.4 -1.0
H 0.195 1.547 -1.709 0.4 0.5 -0.2
```
Positions in Å, forces in eV/Å.

How positive or negative is each atom? The Mulliken charges in e answer that: atom 1 (C): 0.36, atom 2 (N): -0.37, atom 3 (N): 0.24, atom 4 (O): -0.37, atom 5 (O): -0.26, atom 6 (S): -0.32, atom 7 (H): 0.39, atom 8 (H): 0.32

***

The following is a DFT calculation (ωB97M-V/def2-TZVPD) of a structure of composition C56H57N3NiP3 at a distorted geometry.

## Properties
HOMO-LUMO gap (alpha / beta) in eV: 4.366 / 4.354
Charge: +1
Highest occupied orbital energy (alpha / beta) in eV: -9.06 / -9.06
Lowest unoccupied orbital energy (alpha / beta) in eV: -4.70 / -4.71
Energy above the lowest of the compared OMol25 structures with the same formula, charge and spin in kJ/mol: 540.3

Geometry as XYZ:
```
120
Properties=species:S:1:pos:R:3:forces:R:3
Ni -0.081 -0.190 -0.060 0.4 0.6 -0.6
C 2.096 2.868 -0.082 -0.1 -0.2 0.0
N 3.118 2.156 -0.793 -0.3 0.0 -0.2
C 3.489 0.893 -0.223 -0.1 -0.2 0.1
P 2.275 -0.537 -0.471 0.1 0.0 0.2
C 2.964 -1.662 0.803 0.0 0.0 0.0
C 3.081 -1.162 2.102 0.0 0.0 -0.1
C 3.587 -1.951 3.121 0.0 0.0 0.1
C 3.952 -3.266 2.866 0.0 0.0 0.0
C 3.802 -3.784 1.589 0.0 0.0 0.0
C 3.311 -2.990 0.562 0.0 0.0 0.0
C 2.924 -1.174 -2.059 -0.3 0.0 0.0
C 4.235 -1.634 -2.191 -0.1 0.0 0.0
C 4.690 -2.094 -3.416 0.1 0.0 0.0
C 3.850 -2.086 -4.521 0.0 0.0 0.0
C 2.559 -1.593 -4.406 0.0 0.0 -0.1
C 2.097 -1.140 -3.180 0.0 0.1 0.1
C 3.719 2.687 -1.946 0.2 0.2 0.0
C 3.798 4.070 -2.142 -0.1 0.0 0.1
C 4.348 4.596 -3.299 0.0 0.0 0.0
C 4.859 3.763 -4.283 0.0 0.0 0.0
C 4.823 2.393 -4.080 0.0 0.0 0.0
C 4.260 1.859 -2.932 -0.1 -0.1 0.1
P 0.419 2.043 -0.050 0.4 0.4 0.4
C -0.293 2.244 -1.697 -0.9 -1.4 0.7
C 0.417 2.114 -2.875 0.4 0.4 -1.0
C -0.023 1.649 -4.118 -0.2 0.1 0.8
C -1.302 1.143 -4.498 0.0 -0.1 -0.4
C -2.486 1.365 -3.888 0.3 0.7 0.5
C -1.751 1.942 -1.529 -0.1 -0.5 -0.4
C -0.499 3.203 1.019 -0.2 -0.3 0.0
C -1.552 2.664 1.757 0.0 0.1 -0.3
C -2.301 3.456 2.610 -0.1 0.1 0.0
C -1.998 4.804 2.739 0.0 -0.1 0.0
C -0.957 5.352 2.002 0.0 0.1 0.0
C -0.212 4.561 1.140 0.1 0.0 0.0
H 1.929 3.835 -0.545 0.1 0.1 0.1
H 2.375 3.027 0.968 -0.1 0.1 0.0
H 3.607 1.016 0.859 0.0 0.0 -0.1
H 4.449 0.570 -0.622 0.0 0.0 0.0
H 2.763 -0.150 2.317 0.0 0.0 0.1
H 3.702 -1.535 4.114 0.0 0.0 0.0
H 4.349 -3.886 3.659 0.0 0.0 0.0
H 4.079 -4.810 1.384 0.0 0.0 0.0
H 3.198 -3.418 -0.424 0.0 0.0 -0.1
H 4.907 -1.627 -1.342 0.0 -0.1 0.1
H 5.706 -2.458 -3.507 0.0 0.0 0.0
H 4.207 -2.461 -5.472 0.0 0.0 0.0
H 1.910 -1.566 -5.273 0.0 0.0 0.0
H 1.087 -0.758 -3.081 0.0 -0.1 0.0
H 3.454 4.754 -1.377 0.0 0.0 0.0
H 4.392 5.670 -3.422 0.0 0.0 0.0
H 5.290 4.179 -5.183 0.0 0.0 0.0
H 5.229 1.723 -4.827 0.0 0.0 0.0
H 4.228 0.786 -2.817 0.0 0.0 0.0
H 1.476 2.339 -2.830 0.0 0.0 0.0
H 0.754 1.558 -4.869 0.0 0.0 0.0
H -1.309 0.523 -5.389 0.0 0.0 0.0
H -3.376 0.867 -4.252 0.0 0.0 0.0
H -2.116 2.560 -0.705 -0.1 0.1 -0.1
H -1.779 1.610 1.639 -0.1 0.2 -0.2
H -3.118 3.023 3.175 0.0 0.0 0.0
H -2.567 5.426 3.417 0.0 0.0 0.0
H -0.730 6.406 2.091 0.0 0.0 0.0
H 0.582 5.017 0.563 0.0 0.0 0.0
C -7.194 -3.160 -0.372 0.0 -0.1 0.1
C -6.447 -2.541 -1.368 0.0 0.1 -0.1
C -5.219 -1.978 -1.069 -0.1 -0.1 0.1
C -4.721 -2.026 0.234 0.1 0.1 0.0
C -5.472 -2.652 1.224 0.1 0.1 0.0
C -6.703 -3.221 0.922 -0.1 0.0 0.0
P -3.082 -1.337 0.697 0.1 -0.1 -0.1
C -3.031 0.171 -0.352 -1.4 0.3 0.9
C -4.152 0.977 -0.263 0.7 -0.8 0.1
C -4.626 1.978 -1.181 0.2 0.4 -0.4
C -4.050 2.494 -2.287 -0.2 0.2 0.1
C -2.632 2.310 -2.730 -0.3 -0.5 -0.2
C -1.864 0.495 -1.088 1.3 0.4 -0.6
C -1.955 -2.416 -0.276 -0.1 -0.1 0.0
C -2.390 -3.706 -0.593 0.0 0.1 0.0
C -1.544 -4.609 -1.218 -0.1 -0.1 0.0
C -0.241 -4.238 -1.481 0.1 0.0 0.0
C 0.200 -2.960 -1.153 -0.2 -0.2 0.0
C -0.645 -2.015 -0.578 0.1 0.6 0.1
H -8.152 -3.602 -0.610 0.0 0.0 0.0
H -6.827 -2.501 -2.381 0.0 0.0 0.0
H -4.635 -1.505 -1.849 0.0 0.0 0.0
H -5.086 -2.695 2.236 0.0 0.0 0.0
H -7.282 -3.706 1.698 0.0 0.0 0.0
H -4.883 0.693 0.488 -0.1 -0.1 -0.1
H -5.646 2.293 -0.988 0.0 0.0 0.0
H -4.648 3.149 -2.913 0.0 0.0 0.1
H -2.269 3.289 -3.073 0.0 0.1 -0.1
H -1.512 -0.208 -1.844 -0.2 0.1 0.0
H -3.400 -4.007 -0.349 0.0 0.0 0.0
H -1.906 -5.595 -1.480 0.0 0.0 0.0
H 0.450 -4.938 -1.937 0.0 0.0 0.0
H 1.236 -2.746 -1.355 0.0 0.1 -0.1
C 0.352 -1.213 6.432 -0.1 0.0 0.0
C -0.898 -1.250 5.555 0.2 0.0 0.1
N -0.691 -0.735 4.205 -0.1 0.2 0.2
C -0.829 0.704 4.001 0.2 -0.2 -0.1
C 0.509 1.434 3.863 -0.1 -0.1 0.0
C -0.300 -1.511 3.176 0.0 -0.1 -0.3
C -0.165 -2.994 3.433 0.0 0.1 -0.1
N -0.081 -1.037 1.987 0.2 0.1 0.2
H 0.105 -1.560 7.437 0.0 0.0 0.0
H 0.749 -0.202 6.520 0.0 0.0 0.0
H 1.133 -1.858 6.030 0.0 0.0 0.0
H -1.676 -0.643 6.020 -0.1 0.0 -0.1
H -1.280 -2.267 5.505 -0.1 0.0 0.0
H -1.383 1.105 4.848 -0.1 0.0 0.0
H -1.428 0.846 3.101 0.1 -0.2 0.5
H 1.205 1.106 4.636 0.0 0.0 0.0
H 0.366 2.511 3.957 0.0 0.0 0.0
H 0.947 1.224 2.888 0.1 0.0 0.0
H -1.155 -3.431 3.582 0.0 0.0 0.0
H 0.449 -3.208 4.307 0.0 0.0 0.0
H 0.289 -3.477 2.570 0.0 0.0 0.0
H 0.217 -1.816 1.417 0.0 -0.2 0.1
```
Positions in Å, forces in eV/Å.

Atomic partial charges in e from the Mulliken method, atoms 1 to 99: atom 1 (Ni): 0.64, atom 2 (C): -1.58, atom 3 (N): 0.93, atom 4 (C): -2.18, atom 5 (P): 2.36, atom 6 (C): 0.97, atom 7 (C): -0.28, atom 8 (C): -0.78, atom 9 (C): -0.80, atom 10 (C): -0.98, atom 11 (C): -0.45, atom 12 (C): 0.06, atom 13 (C): -0.51, atom 14 (C): -0.97, atom 15 (C): -0.79, atom 16 (C): -1.28, atom 17 (C): 0.31, atom 18 (C): 0.47, atom 19 (C): -0.22, atom 20 (C): -0.81, atom 21 (C): -0.61, atom 22 (C): -0.76, atom 23 (C): 0.06, atom 24 (P): 2.44, atom 25 (C): -0.34, atom 26 (C): -0.08, atom 27 (C): -0.42, atom 28 (C): -0.78, atom 29 (C): -0.58, atom 30 (C): -0.49, atom 31 (C): 1.31, atom 32 (C): 0.05, atom 33 (C): -0.77, atom 34 (C): -0.95, atom 35 (C): -0.76, atom 36 (C): -1.15, atom 37 (H): 0.32, atom 38 (H): 0.18, atom 39 (H): 0.71, atom 40 (H): 0.67, atom 41 (H): -0.41, atom 42 (H): 0.49, atom 43 (H): 0.42, atom 44 (H): 0.45, atom 45 (H): 0.38, atom 46 (H): 0.48, atom 47 (H): 0.47, atom 48 (H): 0.43, atom 49 (H): 0.53, atom 50 (H): 0.43, atom 51 (H): 0.48, atom 52 (H): 0.42, atom 53 (H): 0.41, atom 54 (H): 0.44, atom 55 (H): 0.33, atom 56 (H): -0.16, atom 57 (H): 0.50, atom 58 (H): 0.43, atom 59 (H): 0.40, atom 60 (H): 0.41, atom 61 (H): -0.31, atom 62 (H): 0.53, atom 63 (H): 0.43, atom 64 (H): 0.46, atom 65 (H): 0.37, atom 66 (C): -0.51, atom 67 (C): -0.69, atom 68 (C): -0.03, atom 69 (C): 0.01, atom 70 (C): -0.27, atom 71 (C): -0.64, atom 72 (P): 0.36, atom 73 (C): 0.35, atom 74 (C): -0.86, atom 75 (C): -0.75, atom 76 (C): -1.36, atom 77 (C): 0.89, atom 78 (C): -2.45, atom 79 (C): 1.65, atom 80 (C): -0.58, atom 81 (C): -0.96, atom 82 (C): -1.70, atom 83 (C): 0.84, atom 84 (C): -0.42, atom 85 (H): 0.39, atom 86 (H): 0.42, atom 87 (H): 0.42, atom 88 (H): 0.35, atom 89 (H): 0.42, atom 90 (H): 0.56, atom 91 (H): 0.46, atom 92 (H): 0.47, atom 93 (H): 0.76, atom 94 (H): 1.48, atom 95 (H): 0.49, atom 96 (H): 0.42, atom 97 (H): 0.48, atom 98 (H): 0.41, atom 99 (C): -1.02

***

The following is a DFT calculation (ωB97M-V/def2-TZVPD) of a structure of composition C8H21BrGaIOP2 at a distorted geometry.

## Properties
HOMO-LUMO gap (alpha / beta) in eV: 5.934 / 5.236
Charge: +2
Highest occupied orbital energy (alpha / beta) in eV: -15.97 / -15.96
Lowest unoccupied orbital energy (alpha / beta) in eV: -10.04 / -10.73
Energy above the lowest of the compared OMol25 structures with the same formula, charge and spin in kJ/mol: 254.6

Geometry as XYZ:
```
35
Properties=species:S:1:pos:R:3:forces:R:3
C -0.860 1.192 -1.782 -0.7 0.6 -1.4
I 2.286 2.449 -1.483 0.4 0.4 -0.2
H -1.860 0.740 -1.656 0.6 0.1 0.2
H -0.495 0.987 -2.801 -0.2 0.0 0.3
H -0.940 2.300 -1.701 -0.1 -0.6 0.1
Ga 0.552 0.765 -0.512 -0.5 -1.2 2.3
P 0.332 -1.831 -1.207 0.6 -2.3 -1.2
C 1.936 -2.062 -2.053 0.1 0.6 0.4
C 0.195 -3.365 -0.184 -0.3 0.7 0.9
H 0.450 -4.265 -0.763 0.0 0.5 -0.2
H -0.534 -2.905 -3.234 0.2 0.1 0.2
H -0.825 -3.470 0.211 0.2 0.0 -0.2
H -1.839 -2.382 -2.141 0.1 0.1 -0.1
H 2.739 -2.078 -1.315 0.0 -0.1 0.0
H 0.866 -3.288 0.680 -0.1 -0.1 -0.3
C -0.868 -2.105 -2.564 -0.5 0.8 0.3
H 1.925 -3.001 -2.611 -0.1 0.1 0.1
H -0.997 -1.178 -3.134 0.0 -0.3 0.0
H 2.112 -1.225 -2.732 0.1 -0.1 -0.1
P -0.834 1.280 1.576 -0.1 1.4 1.0
C 0.165 2.646 2.308 -0.1 -0.2 -0.2
C -2.389 2.104 1.113 -0.1 -0.1 -0.3
H -2.088 -0.406 2.826 0.3 0.2 0.1
H -1.663 0.982 3.881 0.2 -0.1 -0.5
H -0.416 -0.240 3.437 -0.3 0.2 0.0
C -1.297 0.314 3.082 0.3 -0.6 -0.5
H -3.194 1.361 1.078 0.1 0.2 -0.1
H -2.658 2.882 1.837 0.1 -0.2 -0.1
H -0.439 3.125 3.098 0.3 -0.1 -0.3
H 0.434 3.379 1.533 -0.1 -0.1 0.3
H -2.287 2.559 0.122 -0.1 0.0 0.3
H 1.082 2.226 2.739 -0.2 0.2 0.0
C 4.273 1.610 0.266 1.3 -0.3 0.9
O 5.115 1.275 0.936 -1.0 0.4 -0.8
Br 2.022 -0.375 1.150 -0.3 0.0 -0.6
```
Positions in Å, forces in eV/Å.

How positive or negative is each atom? The Mulliken charges in e answer that: atom 1 (C): -1.62, atom 2 (I): 0.32, atom 3 (H): 0.43, atom 4 (H): 0.50, atom 5 (H): 0.52, atom 6 (Ga): 0.94, atom 7 (P): 0.65, atom 8 (C): -1.24, atom 9 (C): -1.13, atom 10 (H): 0.42, atom 11 (H): 0.45, atom 12 (H): 0.39, atom 13 (H): 0.39, atom 14 (H): 0.40, atom 15 (H): 0.35, atom 16 (C): -1.15, atom 17 (H): 0.47, atom 18 (H): 0.31, atom 19 (H): 0.34, atom 20 (P): 0.76, atom 21 (C): -1.28, atom 22 (C): -1.22, atom 23 (H): 0.38, atom 24 (H): 0.41, atom 25 (H): 0.35, atom 26 (C): -1.13, atom 27 (H): 0.38, atom 28 (H): 0.44, atom 29 (H): 0.44, atom 30 (H): 0.33, atom 31 (H): 0.30, atom 32 (H): 0.38, atom 33 (C): 0.05, atom 34 (O): -0.04, atom 35 (Br): -0.30

***

The following is a DFT calculation (ωB97M-V/def2-TZVPD) of the molecule CHCl2NS at a distorted geometry.

## Properties
HOMO-LUMO gap in eV: 7.998
Highest occupied orbital energy in eV: -9.10
Lowest unoccupied orbital energy in eV: -1.10
Energy above the lowest of the compared OMol25 structures with the same formula, charge and spin in kJ/mol: 461.2

Geometry as XYZ:
```
6
Properties=species:S:1:pos:R:3:forces:R:3
C 3.304 -1.325 -0.419 -4.2 -0.3 -2.4
N 0.525 -1.252 0.548 -2.8 -0.6 3.9
S 1.541 -1.339 -0.661 4.2 0.0 -5.4
Cl 3.977 -1.543 1.023 1.1 0.0 2.6
Cl -1.182 -0.703 0.729 1.2 -0.5 -1.1
H 0.977 -0.560 1.054 0.6 1.4 2.4
```
Positions in Å, forces in eV/Å.

How positive or negative is each atom? The Mulliken charges in e answer that: atom 1 (C): -0.08, atom 2 (N): -0.28, atom 3 (S): 0.15, atom 4 (Cl): -0.05, atom 5 (Cl): -0.04, atom 6 (H): 0.31

***

The following is a DFT calculation (ωB97M-V/def2-TZVPD) of the molecule C3H6FNOS2 at a distorted geometry.

## Properties
HOMO-LUMO gap in eV: 9.010
Highest occupied orbital energy in eV: -8.55
Lowest unoccupied orbital energy in eV: 0.46
SMILES string: OC[C@@H](F)C(=S)NS
Energy above the lowest of the compared OMol25 structures with the same formula, charge and spin in kJ/mol: 57.9

Geometry as XYZ:
```
14
Properties=species:S:1:pos:R:3:forces:R:3
C 1.398 0.334 0.524 1.8 -1.4 -0.5
C 0.492 -0.343 -0.542 0.7 1.2 0.7
C -0.902 0.213 -0.294 3.5 2.5 -0.7
H 3.335 0.439 0.729 1.4 0.9 1.5
H 1.192 1.377 0.576 -0.1 0.8 -0.7
H 1.301 0.032 1.566 -0.6 -0.8 -0.1
H 0.915 -0.118 -1.537 -0.4 0.2 0.4
H -1.389 -1.710 0.090 -0.6 2.0 -0.5
H -3.427 0.683 -0.718 0.2 -1.6 1.4
N -1.722 -0.697 0.015 -1.8 -3.9 0.7
O 2.766 0.058 0.111 -2.2 -0.7 -1.4
F 0.458 -1.727 -0.468 0.4 -0.3 0.4
S -1.061 1.874 -0.285 -0.9 -0.4 -0.5
S -3.356 -0.416 0.233 -1.5 1.5 -0.9
```
Positions in Å, forces in eV/Å.

How positive or negative is each atom? The Mulliken charges in e answer that: atom 1 (C): -0.67, atom 2 (C): 0.35, atom 3 (C): -0.02, atom 4 (H): 0.29, atom 5 (H): 0.43, atom 6 (H): 0.34, atom 7 (H): 0.25, atom 8 (H): 0.35, atom 9 (H): 0.17, atom 10 (N): -0.15, atom 11 (O): -0.52, atom 12 (F): -0.35, atom 13 (S): -0.33, atom 14 (S): -0.12

***

The following is a DFT calculation (ωB97M-V/def2-TZVPD) of a structure of composition C6H16FKO6S2 at a distorted geometry.

## Properties
HOMO-LUMO gap in eV: 7.582
Highest occupied orbital energy in eV: -7.88
Lowest unoccupied orbital energy in eV: -0.30

Geometry as XYZ:
```
32
Properties=species:S:1:pos:R:3:forces:R:3
K 3.615 -1.027 1.716 -0.6 -0.5 1.1
F 3.103 -1.710 4.263 0.1 0.2 -1.1
O -0.306 -4.136 1.411 0.6 -0.3 -0.2
S -0.160 -2.783 1.837 -0.9 1.9 1.0
O 0.894 -1.916 1.346 -0.5 -0.9 -0.1
O -1.591 -2.053 1.530 0.8 -0.4 0.2
C -2.218 -2.421 0.302 -0.1 0.2 -0.6
C -3.478 -1.612 0.072 0.2 -0.4 -0.6
C -0.255 -2.596 3.613 0.2 -1.3 -0.7
H -2.432 -3.490 0.233 0.0 0.0 0.5
H -1.541 -2.218 -0.536 0.1 0.1 0.1
H -4.276 -1.710 0.805 0.2 -0.1 0.3
H -3.831 -2.073 -0.857 -0.4 0.5 0.0
H -3.258 -0.560 -0.099 0.0 0.0 0.0
H 0.639 -3.049 4.043 0.4 0.6 -0.1
H -1.063 -3.258 3.920 -0.4 0.4 0.0
H -0.390 -1.542 3.815 0.1 0.0 0.2
O 0.138 1.560 0.080 1.4 0.1 0.2
S 1.454 1.437 -0.498 -1.9 1.1 -2.0
O 2.240 0.261 -0.259 0.0 0.7 -0.5
O 1.176 1.604 -2.142 1.2 -1.3 1.2
C 0.240 2.609 -2.505 -0.4 1.4 0.5
C 0.304 3.019 -3.958 -0.9 -0.6 -0.5
C 2.488 2.920 -0.265 -0.3 -1.3 0.1
H 0.499 3.518 -1.947 -0.2 -0.1 0.1
H -0.774 2.328 -2.219 0.1 -0.2 0.0
H 1.320 3.212 -4.291 -0.1 0.0 -0.1
H -0.353 3.879 -4.114 0.5 0.5 0.5
H -0.235 2.334 -4.621 0.7 -0.6 0.1
H 3.317 2.853 -0.964 0.0 -0.2 0.1
H 2.823 2.807 0.764 0.0 0.5 0.0
H 1.915 3.815 -0.474 -0.1 0.0 0.3
```
Positions in Å, forces in eV/Å.

How positive or negative is each atom? The Mulliken charges in e answer that: atom 1 (K): 0.95, atom 2 (F): -0.92, atom 3 (O): -0.64, atom 4 (S): 0.96, atom 5 (O): -0.43, atom 6 (O): -0.25, atom 7 (C): -0.24, atom 8 (C): -1.15, atom 9 (C): -0.90, atom 10 (H): 0.34, atom 11 (H): 0.31, atom 12 (H): 0.33, atom 13 (H): 0.37, atom 14 (H): 0.25, atom 15 (H): 0.39, atom 16 (H): 0.35, atom 17 (H): 0.30, atom 18 (O): -0.61, atom 19 (S): 1.14, atom 20 (O): -0.54, atom 21 (O): -0.30, atom 22 (C): -0.02, atom 23 (C): -1.30, atom 24 (C): -0.97, atom 25 (H): 0.21, atom 26 (H): 0.27, atom 27 (H): 0.31, atom 28 (H): 0.39, atom 29 (H): 0.33, atom 30 (H): 0.34, atom 31 (H): 0.40, atom 32 (H): 0.34

***

no.,energy (eV)
1,-18976.4969
2,-132368.0341
3,-159764.4969
4,-38417.9902
5,-31132.3250
6,-59478.6331